DFT (the ωB97M-V functional and the def2-TZVPD basis) results for 2 unconnected molecules or ions with the total composition C9H12O2S at a distorted geometry.

Geometry as XYZ:
```
24
Properties=species:S:1:pos:R:3:nbo_charge:R:1
C 2.15463 1.26874 -0.49274 -0.259
C 2.31675 0.21041 -1.41758 -0.253
C 2.61659 0.95474 0.74247 -0.411
C 2.89777 -0.88071 -0.85804 -0.428
C -0.85509 0.51803 0.21247 0.458
C -1.38085 -0.83342 0.17030 0.178
C -0.43028 -2.00073 0.27384 -0.632
C -2.79909 -1.12225 0.60630 -0.637
C -1.54074 2.74002 0.16485 -0.130
O -1.25100 -0.01175 -1.00819 -0.496
O -1.25852 1.62146 0.75623 -0.398
S 3.25855 -0.63901 0.80582 0.427
H 1.71862 2.21877 -0.74508 0.225
H 2.00454 0.26152 -2.44456 0.228
H 2.62194 1.55554 1.62953 0.235
H 0.55189 -1.72254 -0.09755 0.236
H -0.80390 -2.83717 -0.31332 0.209
H -0.34469 -2.31052 1.31310 0.220
H -2.82209 -1.30246 1.68013 0.221
H -3.17371 -2.00679 0.09067 0.216
H -3.44872 -0.28074 0.37265 0.225
H -1.51101 3.61899 0.78030 0.166
H -1.66016 2.79894 -0.90249 0.163
H 3.13859 -1.81911 -1.31913 0.236
```

Values from the calculation:
**HOMO (alpha / beta)**: -7.59 / -7.50 eV
**E_tot**: -898.6196 Eh
**Kohn-Sham gap (alpha / beta)**: 0.3046 / 0.3009 Eh